[1]
{
  "formula": "C16H23AuBrIN2O2P2",
  "method": "ωB97M-V with the def2-TZVPD basis set",
  "symbols": ["Au", "C", "P", "C", "C", "C", "P", "C", "C", "H", "H", "H", "H", "H", "H", "H", "H", "H", "H", "H", "H", "H", "H", "H", "H", "Br", "C", "C", "C", "C", "C", "C", "C", "O", "O", "H", "H", "H", "H", "I", "C", "C", "N", "N", "C", "H", "H", "H"],
  "coordinates": [[0.9708, 0.3242, 0.7568], [0.9352, -1.4881, 3.6011], [-0.1580, -0.5140, 2.5408], [-0.8425, 0.7885, 3.5897], [-1.5456, -1.6845, 2.2651], [-2.8589, -1.1254, 1.7051], [-3.0999, -1.0234, -0.0747], [-4.7821, -0.5247, -0.3622], [-2.7259, -2.5773, -0.8504], [0.3939, -1.8362, 4.4818], [1.7737, -0.8706, 3.9220], [1.3276, -2.3455, 3.0551], [-1.3400, 0.3587, 4.4606], [-1.5405, 1.4053, 3.0241], [-0.0268, 1.4269, 3.9296], [-1.7636, -2.0762, 3.2627], [-1.1705, -2.5321, 1.6882], [-3.0936, -0.1424, 2.1109], [-3.6805, -1.7860, 2.0078], [-5.4651, -1.2714, 0.0460], [-4.9544, -0.4279, -1.4344], [-4.9660, 0.4328, 0.1268], [-3.3255, -3.3739, -0.4079], [-1.6671, -2.8036, -0.7222], [-2.9488, -2.5093, -1.9152], [-1.7061, 4.4950, 0.2375], [-1.1978, 3.5501, -1.3068], [-0.5948, 4.2988, -2.3090], [-0.1512, 3.6914, -3.4723], [-0.2893, 2.3198, -3.6475], [-0.8961, 1.5695, -2.6626], [-1.3691, 2.1645, -1.4827], [-2.0889, 1.3511, -0.4994], [-2.1338, -0.0175, -0.8670], [-2.6519, 1.6756, 0.5033], [-0.4766, 5.3644, -2.1688], [0.3068, 4.2953, -4.2445], [0.0553, 1.8467, -4.5563], [-1.0287, 0.5080, -2.8101], [3.7766, 4.2505, -3.1369], [3.2251, 2.5393, -2.1417], [3.7574, 1.2747, -2.2882], [3.0974, 0.4670, -1.4451], [2.1635, 1.1439, -0.7492], [2.2499, 2.4089, -1.1529], [4.5422, 0.9048, -2.9268], [3.2514, -0.5139, -1.2809], [1.6079, 3.1639, -0.7335]],
  "charge": 2,
  "relative_energy_kcal_mol": 0.0
}

=====

[2]
{
  "formula": "C16H23BCrF6N4O5S3",
  "method": "ωB97M-V with the def2-TZVPD basis set",
  "symbols": ["Cr", "C", "C", "S", "O", "C", "C", "H", "H", "H", "H", "H", "H", "H", "H", "H", "H", "N", "C", "H", "B", "C", "N", "H", "H", "H", "C", "C", "C", "C", "C", "C", "C", "C", "N", "H", "H", "H", "H", "H", "H", "H", "H", "H", "F", "C", "F", "F", "S", "O", "O", "N", "S", "O", "O", "C", "F", "F", "F"],
  "coordinates": [[-0.6063, 0.0317, -1.0646], [-2.4146, -2.0250, 2.6649], [-1.4676, -0.9646, 3.2077], [-0.3205, -0.4880, 1.9111], [-1.1967, 0.2627, 0.9248], [0.6496, 0.7714, 2.7783], [2.1045, 0.3305, 2.8681], [-3.1325, -2.3192, 3.4305], [-1.8789, -2.9159, 2.3363], [-2.9637, -1.6433, 1.8058], [-0.8499, -1.3278, 4.0336], [-1.9934, -0.0613, 3.5245], [0.2047, 0.9640, 3.7558], [0.5285, 1.6629, 2.1662], [2.2111, -0.5950, 3.4375], [2.6993, 1.1006, 3.3606], [2.5176, 0.1556, 1.8727], [-0.1236, 0.0429, -4.1543], [-0.3244, 0.0425, -3.0082], [0.0602, 0.0475, -5.1302], [-3.0248, -4.0358, -0.7946], [-2.2007, -2.6976, -0.9858], [-1.5904, -1.7285, -1.1252], [-3.9459, -3.7837, -0.0386], [-3.4277, -4.3930, -1.8832], [-2.2693, -4.8547, -0.3038], [1.4366, -3.1419, 0.3758], [2.5333, -2.1616, 0.0568], [3.8550, -2.4829, 0.3317], [4.9063, -1.6326, 0.0202], [4.6165, -0.4218, -0.6015], [3.3167, -0.0474, -0.8898], [3.0048, 1.2622, -1.5553], [2.2374, -0.9097, -0.5440], [0.9726, -0.5133, -0.7723], [1.7550, -4.1597, 0.1420], [0.5328, -2.9270, -0.1908], [1.1712, -3.1190, 1.4369], [4.0631, -3.4453, 0.7905], [5.9286, -1.9122, 0.2409], [5.4228, 0.2552, -0.8676], [3.9088, 1.8604, -1.6806], [2.2750, 1.8312, -0.9748], [2.5501, 1.1133, -2.5386], [-5.2736, 1.7539, -2.2571], [-4.6325, 2.4969, -1.3564], [-4.9397, 2.0638, -0.1414], [-5.0311, 3.7615, -1.4805], [-2.8278, 2.3635, -1.6759], [-2.5450, 0.9565, -1.4447], [-2.6038, 2.8705, -2.9979], [-2.3157, 3.2850, -0.5023], [-0.7664, 3.3713, -0.2781], [-0.0585, 2.2084, -0.7827], [-0.4616, 3.8486, 1.0336], [-0.1822, 4.7397, -1.4153], [0.7198, 5.4948, -0.7832], [0.3835, 4.2382, -2.5084], [-1.1965, 5.5209, -1.7796]],
  "charge": -1,
  "relative_energy_kcal_mol": 0.0,
  "multiplicity": 2,
  "s_squared": 0.85
}

=====

[3]
{
  "formula": "C16H23BN6O2ReS2",
  "method": "ωB97M-V with the def2-TZVPD basis set",
  "symbols": ["Re", "C", "C", "C", "C", "C", "C", "C", "H", "H", "H", "H", "H", "H", "H", "H", "N", "N", "C", "O", "O", "H", "H", "H", "C", "N", "C", "C", "N", "B", "N", "C", "C", "N", "C", "C", "S", "C", "S", "H", "H", "H", "H", "H", "H", "H", "H", "H", "H", "H", "H"],
  "coordinates": [[1.0975, -0.5199, -0.3734], [3.6379, 1.8798, 1.9553], [3.1735, 1.6336, 0.5722], [3.4379, 0.4035, -0.0532], [3.0002, 0.1532, -1.3680], [2.0464, 1.0396, -1.9265], [1.8386, 2.3092, -1.3128], [2.4071, 2.6064, -0.1058], [4.5462, 1.3318, 2.1954], [2.8484, 1.5095, 2.6283], [3.7670, 2.9413, 2.1578], [4.0861, -0.3125, 0.4349], [3.4264, -0.6684, -1.9284], [1.6949, 0.9095, -2.9413], [1.2055, 3.0295, -1.8145], [2.2527, 3.5747, 0.3514], [1.1262, -1.7145, -2.2944], [1.8379, -2.8957, -2.0381], [2.3196, -3.1541, -0.7653], [2.9375, -4.1315, -0.4904], [2.0136, -2.1753, 0.1122], [0.1617, -1.9420, -2.5323], [1.5455, -1.2341, -3.0876], [1.9930, -3.5607, -2.7795], [-0.8346, 0.0040, 4.5783], [-1.3370, 0.5650, 3.3229], [-2.5016, 1.2858, 3.1760], [-2.5824, 1.6419, 1.8748], [-1.4690, 1.1399, 1.2264], [-1.2293, 1.2928, -0.2856], [-2.1930, 0.4314, -1.0990], [-3.2991, 0.8324, -1.8270], [-3.9311, -0.2816, -2.2544], [-3.1983, -1.3650, -1.8012], [-3.5583, -2.7673, -2.0063], [-2.1538, -0.9043, -1.1016], [-0.9709, -1.8615, -0.2719], [-0.7279, 0.4923, 2.1321], [0.8295, -0.2463, 1.9111], [-1.6625, -0.0625, 5.2773], [-0.0588, 0.6448, 4.9925], [-0.4369, -0.9913, 4.3977], [-3.1607, 1.4770, 4.0044], [-3.3374, 2.2062, 1.3565], [-1.2415, 2.4312, -0.6452], [-0.0557, 0.8984, -0.5574], [-3.5341, 1.8708, -1.9805], [-4.8240, -0.4083, -2.8409], [-3.9427, -2.8882, -3.0152], [-4.3164, -3.0657, -1.2852], [-2.6738, -3.3849, -1.8748]],
  "charge": 2,
  "relative_energy_kcal_mol": 14.0,
  "multiplicity": 2,
  "s_squared": 0.76
}

=====

[4]
{
  "formula": "C16H23IN2Pb",
  "method": "ωB97M-V with the def2-TZVPD basis set",
  "symbols": ["C", "C", "H", "H", "H", "H", "H", "H", "C", "C", "C", "C", "H", "H", "H", "H", "N", "C", "C", "N", "C", "C", "C", "H", "H", "C", "H", "H", "Pb", "I", "C", "C", "C", "C", "H", "H", "H", "H", "H", "H", "H", "H", "H"],
  "coordinates": [[-2.8966, -0.9609, 4.6449], [-2.4980, 0.3981, 5.2022], [-3.8784, -0.9188, 4.1700], [-2.9572, -1.7089, 5.4380], [-2.1848, -1.3191, 3.8965], [-2.2837, 1.1104, 4.4038], [-3.2933, 0.8230, 5.8170], [-1.6094, 0.3226, 5.8303], [-1.1615, -1.5311, -2.5226], [-1.4564, -1.7066, -3.8591], [-1.0817, -0.7036, -4.7632], [-0.4300, 0.4374, -4.3164], [-1.4212, -2.2713, -1.7243], [-1.9708, -2.6202, -4.1678], [-1.2929, -0.8053, -5.8100], [-0.1168, 1.2468, -4.9705], [-0.5332, -0.4179, -2.1029], [-0.1615, 0.5556, -2.9583], [0.5458, 1.7744, -2.3946], [0.7462, 1.8310, -1.0693], [1.3656, 2.7902, -0.3594], [1.6198, 3.8962, -2.4572], [1.8144, 3.8693, -1.0696], [1.4634, 2.6413, 0.7504], [2.3082, 4.6675, -0.5138], [0.9872, 2.8553, -3.1296], [0.8050, 2.8137, -4.1939], [1.9576, 4.7255, -3.0322], [0.0401, 0.0005, 0.3162], [-1.0971, -2.4809, 1.2281], [2.3065, -1.5255, 2.7018], [2.7560, -1.6617, 1.2565], [2.5282, -3.0534, 0.6851], [2.2486, -0.5450, 0.3828], [1.2317, -1.6591, 2.8305], [2.5774, -0.5389, 3.1065], [2.8086, -2.2794, 3.3245], [3.8420, -1.5058, 1.2548], [1.4808, -3.3396, 0.6495], [2.9397, -3.1198, -0.3343], [3.0610, -3.7934, 1.3029], [2.5876, -0.6392, -0.6605], [2.5712, 0.4366, 0.7697]],
  "charge": 2,
  "relative_energy_kcal_mol": 0.0
}

=====

[5]
{
  "formula": "C16H23N2",
  "method": "ωB97M-V with the def2-TZVPD basis set",
  "symbols": ["C", "C", "N", "C", "C", "C", "C", "N", "C", "H", "H", "H", "H", "H", "H", "H", "H", "H", "H", "H", "H", "C", "C", "C", "C", "C", "C", "C", "C", "C", "H", "H", "H", "H", "H", "H", "H", "H", "H", "H", "H"],
  "coordinates": [[0.4607, 3.0652, 1.3162], [-0.7799, 2.2459, 1.0507], [-0.5182, 0.9256, 0.5147], [0.5710, 0.3806, 0.9462], [1.0901, -1.0057, 0.5613], [2.3751, -1.1770, 1.3350], [2.6115, 0.1322, 2.0986], [1.4733, 0.9531, 1.7700], [1.4473, 2.3209, 2.1810], [0.9601, 3.2952, 0.3641], [0.1740, 4.0136, 1.7811], [-1.3603, 2.1504, 1.9836], [-1.4143, 2.7657, 0.3403], [0.3402, -1.7873, 0.7487], [1.2797, -1.0168, -0.5218], [2.2770, -2.0070, 2.0359], [3.2264, -1.3663, 0.6770], [2.6714, -0.0418, 3.1920], [3.5476, 0.6352, 1.7730], [2.4579, 2.7407, 2.0651], [1.1363, 2.3948, 3.2304], [-2.4047, 1.1640, -1.4791], [-1.8478, -0.0488, -0.6917], [-2.5684, -0.5351, 0.5340], [-1.0596, -0.9872, -1.4488], [-1.0262, -2.3842, -1.1243], [-0.2780, -3.2798, -1.8730], [0.5117, -2.8274, -2.9384], [0.5195, -1.4602, -3.2739], [-0.2210, -0.5478, -2.5215], [-1.6241, 1.9740, -1.5746], [-2.7598, 0.8770, -2.5108], [-3.2337, 1.6211, -0.9299], [-1.8815, -1.0916, 1.2296], [-2.9721, 0.3127, 1.1075], [-3.4196, -1.2221, 0.2586], [-1.5629, -2.7365, -0.2351], [-0.3022, -4.3461, -1.6086], [1.0860, -3.5416, -3.5418], [1.1182, -1.0973, -4.1162], [-0.1005, 0.5399, -2.7052]],
  "charge": 1,
  "relative_energy_kcal_mol": 10.0
}

=====

Q: What is the formula in the fifth record?
A: C16H23N2